C20H12AgCl3N2S2Si | ωB97M-V/def2-TZVPD

Each line ends with the Mulliken charge.
Positions of all 41 atoms, in Å:
Ag (0.46771, 0.01609, -0.18901)  0.097
S (-3.49444, -5.95177, -1.89277)  -0.171
C (-2.56336, -7.36387, -1.67079)  -0.410
C (-1.27374, -7.07105, -1.35040)  -0.531
C (-1.03478, -5.67468, -1.28124)  -0.498
C (-2.15459, -4.93243, -1.54429)  0.293
C (-2.28037, -3.47037, -1.57024)  0.863
C (-1.30002, -2.66710, -0.94153)  -0.780
N (-1.32942, -1.35547, -0.93345)  -0.403
C (-2.34286, -0.71967, -1.55619)  -0.587
C (-3.37740, -1.41518, -2.19036)  1.312
C (-4.43090, -0.68346, -2.83599)  -0.947
C (-4.43047, 0.66411, -2.84979)  -0.922
C (-3.37650, 1.40802, -2.21860)  1.393
C (-3.32544, 2.80837, -2.23617)  -0.401
C (-2.28364, 3.47481, -1.62936)  0.876
C (-1.29679, 2.68348, -1.00191)  -0.844
N (-1.32210, 1.37069, -0.97117)  -0.441
C (-2.34038, 0.72357, -1.57130)  -0.532
C (-2.18420, 4.93935, -1.63201)  0.292
C (-3.13674, 5.84125, -2.02491)  -0.446
C (-2.70867, 7.18620, -1.90331)  -0.517
C (-1.43434, 7.28172, -1.43327)  -0.424
S (-0.75353, 5.74967, -1.12579)  -0.148
C (-3.32472, -2.81753, -2.18396)  -0.440
H (-3.01326, -8.33597, -1.78765)  0.431
H (-0.51620, -7.81951, -1.17396)  0.387
H (-0.06550, -5.24954, -1.06562)  0.376
H (-0.46934, -3.12640, -0.41955)  0.380
H (-5.22468, -1.24093, -3.31732)  0.408
H (-5.22408, 1.21148, -3.34267)  0.402
H (-4.10611, 3.35813, -2.74639)  0.365
H (-0.45101, 3.14846, -0.50786)  0.457
H (-4.11888, 5.55911, -2.37404)  0.328
H (-3.31652, 8.04168, -2.15609)  0.382
H (-0.85774, 8.17332, -1.24936)  0.429
H (-4.10810, -3.37286, -2.68654)  0.426
Cl (3.64432, 1.49226, -1.36986)  -0.308
Si (2.81717, -0.10452, -0.27463)  0.457
Cl (4.04778, -0.19266, 1.41320)  -0.293
Cl (3.42107, -1.79788, -1.37697)  -0.312

Atoms 1-6, force components in eV/Å:
Ag -0.018 0.012 -0.147
S -0.086 -0.024 0.056
C 0.066 -0.030 -0.009
C 0.005 -0.007 -0.008
C -0.099 -0.011 -0.005
C 0.136 0.107 -0.025

Results
Calculated total energy in eV: -95035.14104
Gap between HOMO and LUMO in eV: 6.8504
Multiplicity: 1
E_HOMO in eV: -7.91
Molar mass in g/mol: 586.78